1.
{
  "formula": "C4H9LiMgO4",
  "method": "the ωB97M-V functional and the def2-TZVPD basis",
  "max_force_ev_per_a": 4.12,
  "relative_energy_kcal_mol": 74.43,
  "elements": ["O", "Mg", "O", "C", "O", "C", "C", "O", "C", "Li", "H", "H", "H", "H", "H", "H", "H", "H", "H"],
  "coordinates": [[1.62796, 1.55329, -1.32519], [2.95089, 0.43548, -0.57689], [3.08516, -1.17564, 0.44505], [1.94825, -1.52410, 1.09314], [0.80559, -0.72017, 0.76545], [0.36830, -0.75023, -0.62785], [-1.08088, -0.33587, -0.46190], [-1.14411, 1.02549, -0.04555], [-2.44825, 1.52628, 0.13243], [0.68725, 1.45983, 0.84509], [2.06013, -1.35730, 2.18364], [1.65410, -2.56929, 0.85029], [0.35938, -1.80189, -0.96836], [0.61930, 0.57512, -1.75658], [-1.57363, -0.92326, 0.33664], [-1.57036, -0.43017, -1.44672], [-2.36523, 2.58901, 0.39150], [-3.04033, 1.43425, -0.79265], [-2.94350, 0.98918, 0.95846]]
}

2.
{
  "formula": "C39H55BaCl8N3O3P2",
  "method": "the ωB97M-V functional and the def2-TZVPD basis",
  "total_charge": 2,
  "max_force_ev_per_a": 3.24,
  "relative_energy_kcal_mol": 85.57,
  "elements": ["Ba", "C", "C", "C", "C", "C", "C", "C", "C", "C", "C", "C", "C", "C", "C", "C", "C", "C", "C", "C", "C", "C", "P", "C", "C", "C", "C", "C", "C", "C", "C", "H", "H", "H", "H", "H", "H", "H", "H", "H", "H", "H", "H", "H", "H", "H", "H", "H", "H", "H", "H", "H", "H", "H", "H", "H", "H", "H", "H", "H", "H", "H", "H", "H", "H", "H", "H", "H", "H", "H", "H", "H", "H", "H", "H", "H", "Cl", "C", "C", "Cl", "C", "Cl", "C", "O", "C", "Cl", "C", "Cl", "N", "C", "P", "O", "O", "C", "N", "H", "H", "H", "H", "H", "H", "H", "H", "H", "H", "Cl", "C", "Cl", "Cl", "C", "N"],
  "coordinates": [[12.95021, 11.14584, 13.41431], [10.86475, 10.90558, 18.23765], [11.64598, 10.43218, 16.91460], [11.56881, 8.86076, 16.91067], [12.99295, 11.03278, 16.91587], [14.06424, 10.35782, 17.44010], [15.41980, 10.83238, 17.45107], [16.39486, 9.92759, 18.19290], [16.26248, 8.46598, 17.75712], [17.85611, 10.34258, 18.30797], [15.59371, 12.20153, 17.04298], [14.41831, 12.97372, 16.67075], [13.18519, 12.35720, 16.51499], [14.39295, 14.54755, 16.63977], [13.95697, 14.97975, 18.03575], [13.32216, 15.04897, 15.64122], [16.92973, 12.91584, 16.98372], [17.39713, 13.65459, 18.07284], [18.65811, 14.25124, 18.05112], [19.44252, 14.18196, 16.90868], [18.96533, 13.52698, 15.76300], [17.69906, 12.93194, 15.78692], [17.00005, 12.53989, 14.13754], [17.99317, 10.96072, 13.59211], [19.34538, 10.69577, 14.39874], [16.98883, 9.79795, 13.76427], [18.40921, 10.97736, 12.09199], [17.38876, 14.02136, 13.04739], [16.90405, 15.42826, 13.60191], [18.88996, 14.12142, 12.63648], [16.52675, 13.85976, 11.73982], [9.81580, 10.52523, 18.25273], [10.81085, 12.02457, 18.24601], [11.50969, 10.69621, 19.12382], [11.03084, 10.79805, 16.04109], [11.89876, 8.40694, 17.87358], [12.21626, 8.48156, 16.05864], [10.54000, 8.53935, 16.82959], [13.78648, 9.34345, 17.73584], [15.92160, 9.90087, 19.22564], [16.82891, 8.31630, 16.87253], [15.26948, 8.06732, 17.67968], [16.70938, 7.96390, 18.55655], [18.19640, 10.68956, 17.33442], [18.43799, 9.49940, 18.68182], [18.10093, 11.18333, 18.99610], [12.34224, 12.89440, 16.12837], [15.39748, 14.98225, 16.41549], [12.88016, 14.76702, 18.11706], [14.08510, 16.07708, 18.25306], [14.50855, 14.48766, 18.86571], [12.22945, 14.89522, 15.91503], [13.51737, 14.73797, 14.63903], [13.39070, 16.10413, 15.64320], [16.77432, 13.66606, 18.95517], [18.95649, 14.76508, 18.99363], [20.44891, 14.62650, 16.88328], [19.61750, 13.50658, 14.92670], [19.13285, 10.87765, 15.46862], [20.15015, 11.34128, 14.08710], [19.73386, 9.67671, 14.29872], [16.66812, 9.70847, 14.84380], [17.41248, 8.82504, 13.44678], [16.10613, 9.88037, 13.16184], [19.05149, 11.80034, 11.88598], [17.58697, 10.89276, 11.40307], [18.95644, 10.04991, 12.04814], [17.63962, 15.72956, 14.39951], [15.84810, 15.34759, 13.99886], [16.94643, 16.13474, 12.78343], [19.29058, 15.00372, 13.19775], [19.02479, 14.41704, 11.58967], [19.51739, 13.30709, 13.00520], [15.48542, 14.11663, 11.97530], [16.50674, 12.83790, 11.32440], [16.78124, 14.59729, 11.00016], [10.92127, 15.37708, 6.69227], [11.38870, 14.78281, 8.28433], [11.23457, 13.44632, 8.66992], [10.43487, 12.39391, 7.59641], [11.71156, 12.97199, 9.88873], [11.50138, 11.28762, 10.23574], [12.40097, 13.72282, 10.88838], [12.80648, 13.13910, 12.03647], [12.32177, 15.13282, 10.55925], [12.64269, 16.33774, 11.72956], [11.92221, 15.65112, 9.29071], [11.87675, 17.38505, 9.00385], [13.12213, 5.34473, 10.90013], [13.73257, 6.49062, 11.69894], [12.51158, 7.72546, 11.97879], [11.91597, 8.22396, 10.70781], [13.27700, 8.65860, 12.86350], [11.13083, 7.05003, 12.90443], [9.89936, 7.74211, 12.36360], [13.97675, 5.00720, 10.34745], [12.49187, 5.80456, 10.20300], [12.59354, 4.61961, 11.45010], [14.53045, 6.89324, 11.10291], [14.19976, 6.08797, 12.61224], [11.12048, 7.31116, 13.94894], [10.86867, 5.98814, 12.96345], [8.99799, 7.28252, 12.65155], [9.93928, 7.68854, 11.31208], [9.80959, 8.79457, 12.55256], [7.62424, 12.12166, 14.74495], [7.77931, 11.22555, 13.26330], [7.49003, 12.28758, 11.95574], [6.67615, 9.76349, 13.29272], [9.14473, 10.77870, 13.13151], [10.26198, 10.45635, 13.24014]]
}

3.
{
  "formula": "C4H6O2",
  "method": "the ωB97M-V functional and the def2-TZVPD basis",
  "max_force_ev_per_a": 0.55,
  "relative_energy_kcal_mol": 150.52,
  "elements": ["C", "O", "C", "C", "O", "C", "H", "H", "H", "H", "H", "H"],
  "coordinates": [[0.66091, 1.39770, -0.51856], [0.71628, 0.28608, -1.42923], [-0.26200, -0.44035, -0.66527], [0.56603, -1.25266, 0.36098], [0.46291, -0.26292, 1.25864], [-0.28202, 0.64214, 0.41211], [0.19708, 2.26729, -0.99539], [1.63893, 1.66195, -0.10398], [-1.09736, -0.82980, -1.25013], [-1.16834, -2.48129, 0.84537], [-0.40451, -2.52369, 0.80472], [-1.12106, 1.11437, 0.92020]]
}

4.
{
  "formula": "CH4NOP",
  "method": "the ωB97M-V functional and the def2-TZVPD basis",
  "max_force_ev_per_a": 3.08,
  "relative_energy_kcal_mol": 125.24,
  "elements": ["C", "N", "O", "P", "H", "H", "H", "H"],
  "coordinates": [[-1.22001, -1.00400, -1.05634], [-0.58159, -0.24821, -0.29181], [0.14139, 0.79783, -0.55842], [1.18678, 1.49700, 1.45711], [-1.78893, -1.79965, -0.50528], [-1.24745, -0.70551, -2.10847], [2.65692, 1.19999, 1.13123], [0.85290, 0.26253, 1.93199]]
}

5.
{
  "formula": "C4H7N2P",
  "method": "the ωB97M-V functional and the def2-TZVPD basis",
  "smiles": "CNC1=[PH]=CC=N1",
  "max_force_ev_per_a": 4.02,
  "relative_energy_kcal_mol": 34.58,
  "elements": ["C", "C", "C", "C", "N", "N", "P", "H", "H", "H", "H", "H", "H", "H"],
  "coordinates": [[-0.32237, 0.95632, 1.86607], [-0.12818, 2.17206, 1.26328], [0.19582, 0.18876, -0.09257], [0.02696, -2.08715, -1.04453], [-0.19609, -0.14751, 1.06831], [0.28338, -0.70059, -1.24338], [0.46933, 1.96862, -0.48971], [-0.50813, 0.69617, 2.84422], [0.01746, 3.20464, 1.65837], [0.85579, -2.52774, -0.36429], [-0.80015, -2.26656, -0.46438], [-0.28016, -2.72554, -1.88448], [1.14001, -0.65600, -1.75109], [-0.75368, 1.92451, -1.36583]]
}

6.
{
  "formula": "C17H34BF4N2O6P2STa",
  "method": "the ωB97M-V functional and the def2-TZVPD basis",
  "total_charge": 4,
  "max_force_ev_per_a": 0.85,
  "e_tot_ha": -2790.40542,
  "elements": ["Ta", "C", "C", "C", "O", "P", "O", "C", "P", "O", "O", "C", "C", "C", "O", "C", "C", "C", "O", "C", "C", "C", "H", "H", "H", "H", "H", "H", "H", "H", "H", "H", "H", "H", "H", "H", "H", "H", "H", "H", "H", "H", "H", "H", "H", "H", "H", "H", "H", "H", "H", "H", "S", "C", "N", "C", "C", "C", "N", "H", "H", "H", "H", "F", "B", "F", "F", "F"],
  "coordinates": [[-1.31411, -1.62037, 0.19131], [5.85376, -0.69447, 0.40413], [5.20089, -1.92758, 0.05117], [5.19206, -2.48600, -1.27521], [2.83671, -1.23591, 0.24001], [1.44553, -0.81220, 0.11832], [0.42890, -1.67263, -0.72503], [1.17963, 0.89247, -0.44872], [-0.48365, 1.19400, -1.09685], [-1.39582, 0.23124, -0.17015], [-0.64699, 0.59996, -2.48376], [-0.43967, 1.20536, -3.90303], [-1.62661, 2.06838, -4.22276], [0.89614, 1.89519, -3.94194], [-0.95046, 2.61173, -0.98433], [-0.86929, 3.99184, -0.26194], [0.12165, 4.81981, -1.02365], [-0.56203, 3.76787, 1.18995], [0.52300, -0.96974, 1.46186], [1.09974, -0.62258, 2.86531], [0.33028, 0.54227, 3.42160], [1.08310, -1.88356, 3.68262], [6.90183, -1.04651, 0.53354], [5.56072, -0.29821, 1.37334], [5.86394, 0.05615, -0.38285], [4.96599, -2.60830, 0.86718], [5.20016, -1.75239, -2.07805], [4.45426, -3.27193, -1.41879], [6.17962, -2.99941, -1.29056], [1.89672, 1.10847, -1.24574], [1.38232, 1.57685, 0.37985], [-0.43701, 0.28849, -4.48540], [-1.64545, 2.97569, -3.61970], [-2.56148, 1.52344, -4.10452], [-1.55115, 2.36530, -5.27021], [0.91961, 2.77125, -3.28842], [1.06559, 2.25321, -4.95845], [1.71484, 1.21516, -3.70421], [-1.88998, 4.33114, -0.41334], [1.13661, 4.43095, -0.92275], [0.11098, 5.82692, -0.60205], [-0.14548, 4.90476, -2.07530], [0.47431, 3.45955, 1.34340], [-1.25173, 3.05874, 1.64848], [-0.68618, 4.72134, 1.70651], [2.12424, -0.34172, 2.62015], [-0.70063, 0.28028, 3.65433], [0.34483, 1.40080, 2.75025], [0.80750, 0.84929, 4.35394], [0.07158, -2.18814, 3.95285], [1.61253, -1.68988, 4.61736], [1.59557, -2.70027, 3.17613], [-2.23061, -1.82501, 2.53248], [-3.75268, -1.69585, 1.73119], [-4.96457, -1.82699, 2.29154], [-6.09640, -1.73907, 1.54881], [-5.99973, -1.52568, 0.19453], [-4.72705, -1.40680, -0.34939], [-3.63593, -1.47060, 0.42684], [-5.03833, -2.00841, 3.29203], [-7.03453, -1.85431, 2.07976], [-6.88604, -1.46479, -0.42168], [-4.56794, -1.26382, -1.41182], [-0.64546, -3.71691, 0.71270], [-1.14595, -5.03151, 0.79103], [-0.27474, -5.95448, 0.94822], [-2.43593, -5.11183, 0.70380], [-1.98150, -2.49999, -1.27594]]
}